Entry from the Open Molecules 2025 dataset: 2 unconnected molecules or ions with the total composition C2H8N6 (the ωB97M-V functional and the def2-TZVPD basis).

Cartesian coordinates (Å):
C -2.18727 0.12055 0.14656
C 1.55643 -0.99818 -0.40334
N -2.09773 0.77270 -0.85738
N 0.73823 -1.25737 -1.19186
N 2.32303 -0.73570 0.54637
N -1.86309 -0.76066 1.04956
N -2.66815 1.71652 -1.52953
N 2.96419 0.46906 0.93558
H 0.33683 -1.79368 -1.90541
H 2.42090 -1.43061 1.25320
H -2.37331 -1.64700 0.97097
H -1.31893 -0.65599 1.96670
H -3.33689 2.40571 -1.21498
H -2.27240 1.88136 -2.47697
H 3.86825 0.22383 1.42252
H 3.04591 1.08634 0.06226

Energy in Eh: -408.7461
HOMO level in eV: -17.64
Largest force on an atom in eV Å⁻¹: 2.8
LUMO in eV: -7.902
Total charge: +2
Molecular weight in g mol⁻¹: 116.13